# 1
DFT (the ωB97M-V functional and the def2-TZVPD basis) results for 9 unconnected molecules or ions with the total composition C27H45N3O24 at a distorted geometry.

The geometry in XYZ format:
```
99
Properties=species:S:1:pos:R:3:mulliken_charge:R:1
C 1.63435 0.75330 3.50533 -0.479
N 0.70644 -0.21978 4.14515 0.981
O -0.49645 -0.17540 3.92854 -0.562
O 1.16469 -1.04210 4.91484 -0.534
H 2.47428 0.16388 3.13763 0.336
H 1.75922 1.45542 4.32968 0.380
H 1.18310 1.20825 2.62358 -0.287
C -2.03930 3.60511 -1.23467 -0.437
N -3.09520 2.64709 -1.70118 0.977
O -2.73493 1.50404 -1.71515 -0.513
O -4.22681 3.07620 -1.89127 -0.553
H -1.73197 4.03423 -2.18836 0.416
H -1.17980 3.00542 -0.93512 -0.175
H -2.35926 4.31207 -0.46920 0.263
C -0.45273 -0.04527 -0.97573 -1.071
N -0.38265 0.00034 0.51423 0.735
O -0.05569 -1.01308 1.10124 -0.462
O -0.57011 1.07042 1.06229 0.050
H -0.25981 0.92770 -1.42762 0.129
H -1.43043 -0.44128 -1.25027 0.512
H 0.27526 -0.76225 -1.35532 0.120
C 2.47672 -3.11474 2.63317 -1.369
C 1.12222 -3.75848 2.78465 2.301
C 1.14641 -5.24293 2.46540 -0.247
O 1.15766 -5.92190 3.71557 -0.385
C 0.79148 -5.03726 4.63553 0.556
O 0.52373 -5.36117 5.79540 -0.633
O 0.81729 -3.81304 4.13959 -0.405
H 3.26312 -3.70088 3.10869 0.469
H 2.58964 -2.11364 3.04928 0.032
H 2.63785 -3.19916 1.55845 0.337
H 0.32399 -3.29014 2.20881 -1.176
H 2.11024 -5.47456 2.01210 0.333
H 0.38199 -5.56382 1.75773 0.175
C 3.01100 3.43312 -6.61781 -1.368
C 1.86109 2.39682 -6.40149 0.265
C 2.03752 1.05160 -7.10652 -0.591
O 1.56473 0.15649 -6.12607 -0.293
C 1.65488 0.65546 -4.95911 0.609
O 1.46562 0.09549 -3.82766 -0.527
O 1.94130 1.92082 -5.04039 -0.233
H 3.04296 3.82518 -7.63436 0.404
H 3.99662 2.99427 -6.46266 0.343
H 2.92696 4.21947 -5.86767 0.332
H 0.87712 2.79485 -6.64942 0.303
H 3.04943 0.75559 -7.38311 0.330
H 1.49272 1.20676 -8.03776 0.375
C -1.05080 4.47091 3.20365 -1.709
C -1.92030 3.20403 2.95214 1.879
C -2.89756 2.79914 4.09750 -0.320
O -4.08869 2.52289 3.36414 -0.342
C -3.89262 2.65355 2.06235 0.574
O -4.81554 2.47937 1.23125 -0.623
O -2.75340 3.28240 1.79607 -0.296
H -0.59559 4.38169 4.19003 0.481
H -1.63743 5.35361 3.45822 0.510
H -0.30780 4.68951 2.43668 0.132
H -1.19871 2.38708 2.95549 -0.816
H -3.09286 3.56054 4.85264 0.310
H -2.47604 1.88380 4.51293 0.252
C 2.01147 3.01027 -1.49643 -0.986
C 2.58509 3.75855 -0.29960 0.429
C 1.86677 3.58676 1.05201 0.744
O 2.83564 3.02082 1.83410 -0.335
C 3.94385 2.82936 1.17911 0.654
O 4.99260 2.46149 1.71424 -0.627
O 3.82760 3.17449 -0.09549 -0.368
H 1.81421 2.02024 -1.08529 0.064
H 2.71811 2.89482 -2.31828 0.424
H 1.12197 3.48170 -1.91432 0.274
H 2.84285 4.78918 -0.54344 0.375
H 1.00792 2.91559 1.05326 -0.770
H 1.64615 4.56021 1.48999 0.216
C -1.26432 -2.01971 -3.86454 -1.380
C -0.45347 -3.20734 -3.47522 0.330
C 1.03231 -3.14750 -3.79457 0.346
O 1.60726 -3.58449 -2.60671 -0.428
C 0.73183 -3.56867 -1.58824 0.621
O 0.96079 -3.84640 -0.43551 -0.441
O -0.46254 -3.36025 -2.09316 -0.233
H -1.38411 -2.01878 -4.94793 0.440
H -0.92277 -1.00186 -3.67639 0.096
H -2.21580 -2.18530 -3.35920 0.435
H -0.95064 -4.12069 -3.80189 0.264
H 1.13714 -2.09179 -4.04470 -0.322
H 1.28690 -3.75076 -4.66599 0.367
C -2.08659 -4.16010 1.06903 -1.232
C -2.45229 -3.50971 2.43562 1.001
C -2.87228 -2.04105 2.42544 0.670
O -4.00852 -1.97625 3.17837 -0.341
C -4.48878 -3.17095 3.37391 0.490
O -5.61802 -3.40900 3.88034 -0.658
O -3.64794 -4.06705 2.88601 -0.455
H -1.26505 -3.57492 0.65583 0.107
H -2.88434 -4.13042 0.32686 0.423
H -1.73328 -5.18135 1.21156 0.243
H -1.72534 -3.81575 3.18795 0.012
H -3.15621 -1.84871 1.39080 0.136
H -2.09733 -1.36168 2.78041 -0.376
```

* HOMO: -9.9 eV
* charge: 0
* 2S+1: 1
* gap between HOMO and LUMO: 9.455 eV
* SMILES: C[C@H]1COC(=O)O1.C[C@H]1COC(=O)O1.C[C@H]1COC(=O)O1.C[C@H]1COC(=O)O1.C[C@H]1COC(=O)O1.C[C@H]1COC(=O)O1.C[N+](=O)[O-].C[N+](=O)[O-].C[N+](=O)[O-]
* energy above the lowest of the compared OMol25 structures with the same formula, charge and spin: 0.0 kcal/mol
* E_LUMO: -0.48 eV

=====

# 2
DFT (the ωB97M-V functional and the def2-TZVPD basis) results for a molecular structure, C27H46AlFNO17S at a distorted geometry.

The geometry in XYZ format:
```
94
Properties=species:S:1:pos:R:3:mulliken_charge:R:1
C 1.15404 1.79318 3.13027 -1.012
C -0.39686 1.49989 3.49372 0.220
C -1.40393 1.87202 2.28119 -0.076
C -2.66601 0.84879 2.24518 -0.543
C -2.45852 -0.31462 1.13157 0.185
C -1.44416 -1.42336 1.68386 -0.181
C -1.00624 -2.52480 0.59970 -0.577
C 0.48431 -2.21161 0.01115 -0.583
C 0.48529 -0.67517 -0.43872 1.184
Al 2.00288 -0.21199 -1.77044 -1.387
C 2.15752 1.85112 -1.70252 -0.434
C 1.43824 2.60720 -2.92361 -0.533
C -0.15256 2.47941 -2.92133 0.457
O -0.84121 3.53610 -2.87176 -0.645
O -0.86366 1.25671 -2.93597 -0.298
N 3.62891 -0.99167 -1.10138 0.239
C 3.95968 -2.29079 -1.76123 -0.678
C 4.78564 -0.10554 -1.25706 0.550
C 5.25258 0.60003 -2.60617 -0.653
O 5.51100 0.08810 -0.23747 -0.668
S 1.31256 -1.02977 -3.81217 1.119
O 1.06973 0.01305 -4.86454 -0.642
O -0.00771 -1.76125 -3.60487 -0.744
F 2.35285 -2.17786 -4.50486 -0.305
H 1.61895 0.78297 2.84668 0.183
H 1.27571 2.55517 2.28724 0.174
H 1.72671 2.15527 4.05900 0.381
H -0.72553 2.14473 4.37809 -0.317
H -0.47533 0.40570 3.81579 0.390
H -1.75059 2.94896 2.50248 0.387
H -0.88014 1.92014 1.26830 -0.125
H -2.82782 0.34563 3.25660 0.332
H -3.56980 1.48139 1.93792 -0.057
H -2.10509 0.22060 0.19197 -0.325
H -3.49759 -0.73737 0.89540 0.375
H -0.51653 -0.89588 2.11732 -0.259
H -1.95384 -1.92501 2.57514 0.518
H -1.75576 -2.45139 -0.26412 0.108
H -1.02349 -3.54074 1.11151 0.374
H 0.66470 -2.94661 -0.84416 0.193
H 1.18583 -2.41543 0.90252 0.206
H -0.48167 -0.50650 -1.04374 -0.208
H 0.52145 0.05790 0.43711 -0.265
H 1.61084 2.20072 -0.74695 0.223
H 3.24027 2.20789 -1.56808 0.448
H 1.64764 3.73064 -2.77963 0.374
H 1.91640 2.34216 -3.92760 0.250
H -1.51157 1.32835 -2.20026 0.284
H 2.97681 -2.82461 -2.01757 0.094
H 4.51502 -2.17093 -2.77652 0.172
H 4.59862 -2.99808 -1.13878 0.298
H 4.37604 1.10301 -3.14435 0.146
H 5.77582 -0.08919 -3.34592 0.171
H 5.98923 1.43031 -2.30566 0.284
C 5.91452 -5.90360 -3.60624 -0.313
C 6.59130 -5.79494 -4.94005 -0.347
O 6.47164 -4.41342 -5.24756 -0.316
C 6.31965 -3.75132 -4.06743 0.674
O 6.35699 -2.56329 -3.95109 -0.528
O 6.12017 -4.61792 -3.03804 -0.263
H 6.35230 -6.68038 -2.97781 0.280
H 4.83922 -6.08277 -3.69533 0.275
H 7.65268 -6.05654 -4.89369 0.267
H 6.10889 -6.40626 -5.70394 0.295
C -1.01190 5.63909 6.37335 -0.312
C -2.40180 5.54562 6.92867 -0.328
O -2.85741 4.29335 6.43784 -0.267
C -1.75710 3.53819 6.18055 0.638
O -1.78858 2.37228 5.91299 -0.575
O -0.61859 4.27733 6.26627 -0.300
H -0.33566 6.18844 7.02977 0.287
H -0.98816 6.09291 5.37866 0.275
H -2.41624 5.52340 8.02261 0.242
H -3.04448 6.35615 6.58238 0.317
C -6.79285 3.30292 2.72202 -0.326
C -6.29569 2.98053 4.09920 -0.370
O -5.20763 3.87899 4.26446 -0.213
C -5.42020 4.92576 3.42347 0.657
O -4.78194 5.93814 3.43194 -0.535
O -6.45201 4.67503 2.57300 -0.353
H -7.86917 3.15678 2.62158 0.303
H -6.28203 2.72541 1.94635 0.250
H -7.04244 3.18312 4.87280 0.284
H -5.96258 1.94593 4.19089 0.309
C -2.89904 -3.98938 -4.81621 -0.345
C -1.87172 -4.18062 -3.74335 0.347
O -2.66207 -4.32848 -2.56734 -0.263
C -3.88907 -4.75985 -2.95947 0.643
O -4.74277 -5.14312 -2.21108 -0.564
O -4.02436 -4.70174 -4.31254 -0.356
H -2.58023 -4.39590 -5.77691 0.311
H -3.17538 -2.93954 -4.94876 0.274
H -1.27933 -5.08966 -3.88776 0.208
H -1.19657 -3.32756 -3.65643 -0.063
```

* HOMO: -5.5 eV
* charge: -1
* 2S+1: 1
* gap between HOMO and LUMO: 7.478 eV
* energy above the lowest of the compared OMol25 structures with the same formula, charge and spin: 0.0 kcal/mol
* E_LUMO: 2.02 eV

=====

# 3
DFT (the ωB97M-V functional and the def2-TZVPD basis) results for a molecular structure, C27H46BMnN6SbSe4 at a distorted geometry.

The geometry in XYZ format:
```
86
Properties=species:S:1:pos:R:3:mulliken_charge:R:1
Mn 0.78549 -0.25575 1.61437 1.391
C 4.49373 0.25557 0.65021 -0.976
C 4.17079 -0.39368 -0.69768 0.914
C 4.82694 0.44003 -1.81073 -1.538
C 2.71001 -0.57171 -1.04882 -0.628
C 2.28974 -0.85355 -2.35445 -0.739
C 0.91597 -0.79752 -2.36668 0.006
C 0.12827 -0.86339 -3.64881 0.093
C -1.01663 -1.86766 -3.69702 -1.855
C -0.34282 0.53893 -4.04844 -1.322
N 0.51946 -0.53563 -1.10069 0.598
N 1.62155 -0.42254 -0.28666 0.109
B -0.88175 -0.15098 -0.55739 1.835
N -0.77201 1.30651 0.00554 0.352
N 0.27785 1.59112 0.85410 0.175
C 0.32912 2.91502 1.02422 -0.459
C -0.74859 3.47791 0.34352 -1.201
C -1.40849 2.46030 -0.31264 0.002
C -2.54913 2.82382 -1.24075 0.410
C -1.98137 3.58624 -2.45143 -1.369
C -3.50102 1.73882 -1.70800 -1.687
C 1.38067 3.77450 1.68883 0.820
C 2.61693 3.07083 2.25227 -0.157
C 1.83333 4.82772 0.66270 -1.554
N -1.38992 -1.19457 0.51531 1.454
N -0.70072 -1.42851 1.69860 -0.720
C -1.40350 -2.32427 2.42182 0.251
C -2.53165 -2.65650 1.69087 -0.950
C -2.50477 -1.95857 0.50381 0.162
C -3.51307 -2.34999 -0.55482 0.408
C -4.14838 -1.28717 -1.43653 -1.598
C -2.91649 -3.49774 -1.38331 -1.544
C -1.14864 -3.09759 3.69490 0.403
C -0.46329 -4.41760 3.30477 -1.287
C -0.40665 -2.45004 4.84600 -1.319
H 5.39373 0.86555 0.57533 0.474
H 4.67286 -0.48453 1.42186 0.197
H 3.68696 0.90881 0.97194 -0.427
H 4.61690 -1.39253 -0.73292 0.295
H 4.39387 1.44236 -1.83689 0.313
H 4.70318 -0.00863 -2.79526 0.355
H 5.89504 0.53542 -1.61576 0.452
H 2.91491 -1.04712 -3.20900 0.382
H 0.86234 -1.18654 -4.39004 0.659
H -1.85256 -1.54940 -3.07736 0.248
H -0.68266 -2.85292 -3.37040 0.433
H -1.37648 -1.95946 -4.72321 0.547
H -1.08009 0.90718 -3.33608 -0.189
H -0.80039 0.51753 -5.03943 0.513
H 0.49620 1.23524 -4.07023 0.381
H -1.66407 -0.17516 -1.44425 -1.093
H -1.01390 4.52116 0.31061 0.694
H -3.14561 3.53272 -0.65993 0.631
H -1.32440 2.94437 -3.03881 0.148
H -1.41142 4.45965 -2.14106 0.437
H -2.79780 3.92155 -3.09442 0.442
H -3.02584 1.04800 -2.40280 0.175
H -4.34157 2.20295 -2.22592 0.389
H -3.89206 1.18435 -0.86074 0.239
H 0.86554 4.30711 2.49354 0.348
H 2.76471 2.10674 1.77575 -0.952
H 2.53886 2.91972 3.32396 0.219
H 3.51490 3.66089 2.07106 0.428
H 2.34562 4.34542 -0.17285 0.305
H 2.52746 5.52397 1.13412 0.451
H 0.99785 5.39924 0.26036 0.399
H -3.28884 -3.35724 2.00173 0.482
H -4.32987 -2.77745 0.03057 0.536
H -3.44325 -0.85435 -2.14071 0.148
H -4.58041 -0.49582 -0.82776 0.408
H -4.95856 -1.74339 -2.00716 0.490
H -2.02371 -3.17020 -1.90881 0.161
H -3.64448 -3.84471 -2.11868 0.434
H -2.64589 -4.33640 -0.74177 0.392
H -2.15504 -3.33611 4.05006 0.395
H 0.53557 -4.22260 2.90799 0.208
H -1.03516 -4.95976 2.55100 0.388
H -0.35406 -5.04905 4.18730 0.428
H 0.65024 -2.39980 4.61755 -0.071
H -0.50277 -3.06882 5.73768 0.504
H -0.79337 -1.46429 5.09116 0.319
Se 4.83224 0.99089 4.33705 -0.532
Sb 2.90484 -0.40745 4.56685 0.754
Se 2.26229 -1.67838 2.34449 -0.687
Se 0.65664 0.60888 3.61619 -0.581
Se 2.56056 -1.69997 6.53713 -0.550
```

* HOMO (alpha / beta): -7.4 / -7.4 eV
* charge: 0
* 2S+1: 2
* gap between HOMO and LUMO (alpha / beta): 5.308 / 5.268 eV
* E_LUMO (alpha / beta): -2.11 / -2.15 eV

=====

Number 1: total energy -82329.3475 eV. Number 2: total energy -85192.6483 eV. Number 3: total energy -337606.3926 eV.